# 1
DFT (wB97M-V/def2-TZVPD) results for the molecule C2H3N5O in a non-equilibrium geometry.

Structure (XYZ):
```
11
Properties=species:S:1:pos:R:3
H 2.73125 -0.72290 1.10961
N -0.58213 -1.12168 -0.61763
H -2.88536 -0.94620 0.96158
C 0.51922 1.24159 -0.20924
O 2.41409 -0.04546 0.27792
N -0.79414 1.15776 -0.37975
N 0.62493 -1.12387 -0.30309
H 1.05803 2.11360 -0.58196
C -1.37435 -0.11243 -0.11920
N 1.01989 0.07100 0.38168
N -2.42368 0.03740 0.66993
```

Its electronic energy is -11614.9050 eV. The spin multiplicity is 1. Its SMILES is [H]/N=c1/ncn(O)nn1. The highest occupied orbital energy comes out at -9.825 eV. For the largest force on an atom, the calculation gives 5.92 eV Å⁻¹. The calculation puts the gap between HOMO and LUMO at 9.17 eV. The value obtained for the LUMO energy is -0.7 eV. The value obtained for the relative energy (zero: lowest compared OMol25 entry of this formula, charge and spin) is 136.6 kcal per mole.

Atom charges from the Mulliken analysis, given in e for atoms 1 to 6:
1. H 0.3944
2. N -0.3809
3. H 0.2607
4. C -0.0578
5. O -0.4802
6. N -0.4862

# 2
DFT (wB97M-V/def2-TZVPD) results for the molecule C2H3N5O in a non-equilibrium geometry.

Structure (XYZ):
```
11
Properties=species:S:1:pos:R:3
N -0.18647 1.32611 -0.33727
H -2.54298 1.17750 0.54753
N 0.33904 -1.36311 0.82714
H -2.20145 1.74806 -1.34290
C 1.27560 -0.43368 0.16301
N 0.98304 0.99046 0.05477
N -1.02513 0.30465 -0.35705
N -2.18875 0.78287 -0.51061
H -1.79020 -1.40826 0.64760
O 2.32067 -0.91650 -0.02244
C -0.85608 -0.97835 0.26840
```

Its electronic energy is -11614.6048 eV. The spin multiplicity is 1. Its SMILES is Nn1cnc(=O)nn1. The highest occupied orbital energy comes out at -9.820 eV. For the largest force on an atom, the calculation gives 10.61 eV Å⁻¹. The calculation puts the gap between HOMO and LUMO at 9.20 eV. The value obtained for the LUMO energy is -0.6 eV. The value obtained for the relative energy (zero: lowest compared OMol25 entry of this formula, charge and spin) is 143.6 kcal per mole.

Atom charges from the Mulliken analysis, given in e for atoms 1 to 6:
1. N -0.1778
2. H 0.2746
3. N -0.3525
4. H 0.3712
5. C 0.4420
6. N -0.3670

# 3
DFT (wB97M-V/def2-TZVPD) results for the molecule C2H3N5O in a non-equilibrium geometry.

Structure (XYZ):
```
11
Properties=species:S:1:pos:R:3
C -2.17873 0.14301 -0.33049
N 2.48126 0.07608 -0.22979
N -1.90147 -1.15215 -0.13734
H -3.23891 0.24936 -0.71191
N 1.34674 -0.60917 -0.06884
N -1.43477 1.37507 0.12765
O -0.75150 -1.40302 0.52206
N -0.26102 1.09765 0.48429
H 3.23259 -0.64145 -0.04324
H 2.53033 1.14779 0.09531
C 0.17548 -0.28316 0.29231
```

Its electronic energy is -11614.6261 eV. The spin multiplicity is 1. Its SMILES is N/N=c1\nncno1. The highest occupied orbital energy comes out at -9.117 eV. For the largest force on an atom, the calculation gives 4.13 eV Å⁻¹. The calculation puts the gap between HOMO and LUMO at 8.17 eV. The value obtained for the LUMO energy is -0.9 eV. The value obtained for the relative energy (zero: lowest compared OMol25 entry of this formula, charge and spin) is 143.1 kcal per mole.

Atom charges from the Mulliken analysis, given in e for atoms 1 to 6:
1. C -0.0111
2. N -0.4779
3. N -0.2078
4. H 0.3537
5. N -0.1383
6. N -0.2642

# 4
DFT (wB97M-V/def2-TZVPD) results for the molecule C2H3N5O2 in a non-equilibrium geometry.

Structure (XYZ):
```
12
Properties=species:S:1:pos:R:3
C 0.69059 0.63476 0.04139
H 2.31845 -1.87326 0.77125
O 2.40296 -0.95243 0.07495
N -0.48841 1.04225 -0.15471
H 0.99802 2.17190 -0.42771
H -3.34153 1.14790 0.21934
O 1.79449 1.53032 -0.29946
C -1.50635 -0.01365 0.04696
N 0.12898 -1.67096 -0.49873
N 0.97609 -0.73334 0.42480
N -2.81305 0.12330 0.20710
N -1.16026 -1.40680 -0.40519
```

Its electronic energy is -13661.1090 eV. The spin multiplicity is 1. Its SMILES is [H]/N=c1/nnn(O)c(O)n1. The highest occupied orbital energy comes out at -10.378 eV. For the largest force on an atom, the calculation gives 7.09 eV Å⁻¹. The calculation puts the gap between HOMO and LUMO at 9.15 eV. The value obtained for the LUMO energy is -1.2 eV. The value obtained for the relative energy (zero: lowest compared OMol25 entry of this formula, charge and spin) is 124.1 kcal per mole.

Atom charges from the Mulliken analysis, given in e for atoms 1 to 6:
1. C 0.4444
2. H 0.4266
3. O -0.4328
4. N -0.4670
5. H 0.4428
6. H 0.2949

# 5
DFT (wB97M-V/def2-TZVPD) results for a cluster of 2 separate species, C2H3NO in total in a non-equilibrium geometry.

Structure (XYZ):
```
7
Properties=species:S:1:pos:R:3
H -2.60629 -1.13666 0.28937
H 1.75063 -0.30652 0.89020
N 1.63158 -0.15543 -0.12684
C -1.03534 0.35999 -0.23536
C -1.93839 -0.46568 -0.06887
H 2.26338 0.63514 -0.45866
O -0.06556 1.06916 -0.28985
```

Its electronic energy is -5653.8037 eV. The spin multiplicity is 1. The highest occupied orbital energy (spin up / spin down) comes out at -9.194 / -9.153 eV. For the largest force on an atom, the calculation gives 3.97 eV Å⁻¹. The calculation puts the gap between HOMO and LUMO (spin up / spin down) at 6.67 / 6.68 eV. The value obtained for the LUMO energy (spin up / spin down) is -2.5 / -2.5 eV. The value obtained for the relative energy (zero: lowest compared OMol25 entry of this formula, charge and spin) is 140.7 kcal per mole.

Atom charges from the Mulliken analysis, given in e for atoms 1 to 6:
1. H 0.3993
2. H 0.2643
3. N -0.3917
4. C 0.4084
5. C -0.4927
6. H 0.2721

# 6
DFT (wB97M-V/def2-TZVPD) results for a structure of composition C2H3NO in a non-equilibrium geometry.

Structure (XYZ):
```
7
Properties=species:S:1:pos:R:3
C 0.61594 -0.20001 0.80733
O 1.19021 0.67001 -0.28222
H -1.56070 0.21677 -0.16080
H -0.69361 -1.09666 -0.65689
H 0.73522 -0.11983 1.85115
C -0.52065 -0.12176 -0.31592
N 0.23360 0.65149 -1.24265
```

Its electronic energy is -5653.7686 eV. The spin multiplicity is 1. The highest occupied orbital energy (spin up / spin down) comes out at -9.103 / -9.057 eV. For the largest force on an atom, the calculation gives 7.91 eV Å⁻¹. The calculation puts the gap between HOMO and LUMO (spin up / spin down) at 9.48 / 8.98 eV. The value obtained for the LUMO energy (spin up / spin down) is 0.4 / -0.1 eV. The value obtained for the relative energy (zero: lowest compared OMol25 entry of this formula, charge and spin) is 141.5 kcal per mole.

Atom charges from the Mulliken analysis, given in e for atoms 1 to 6:
1. C -0.3089
2. O -0.0472
3. H 0.2884
4. H 0.2060
5. H 0.3139
6. C -0.1958